#A
DFT (ωB97M-V with the def2-TZVPD basis set) results for a cluster of 2 separate species, C2H9NO2 in total.

Element x y z (Å)
O -0.8823 -0.9721 2.1965
O 0.1762 -0.6979 -3.1541
N 0.0384 0.9506 1.3233
C 0.9528 0.3356 -2.5481
C -0.3815 0.2827 2.5054
H 0.3077 0.8455 -1.8310
H -1.3584 -0.8400 1.3655
H 1.4214 0.9931 -3.2783
H 0.3448 -0.6861 -4.1015
H 1.7607 -0.1203 -1.9590
H 0.6887 0.4836 0.7162
H 0.1284 1.9346 1.2986
H -1.1149 0.8635 3.0785
H 0.4285 0.1543 3.2397

Its total charge is 0. As for the multiplicity: 1.

natural (NBO) population analysis, charges in e, atoms 1 to 6: -0.711 -0.724 -0.891 -0.252 0.106 0.177


#B
DFT (ωB97M-V with the def2-TZVPD basis set) results for a cluster of 3 separate species, C2H9NO2 in total.

Element x y z (Å)
O -0.0408 -1.7015 -1.7045
O -2.3451 0.2984 -0.7124
N 0.0226 0.5104 0.8215
C 1.0964 0.4943 -0.1498
C 0.3991 0.4856 2.0635
H -1.8560 -0.2709 -0.1493
H 1.1073 -0.4621 -0.5685
H -0.1112 -1.2148 -2.4757
H -0.9049 -1.8540 -1.3254
H -0.0672 0.2851 2.9586
H 1.4959 0.5522 2.4207
H 0.9752 1.0779 -0.9833
H 2.0746 0.6955 0.2397
H -1.8459 1.1039 -0.4350

Its total charge is 0. As for the multiplicity: 1.

natural (NBO) population analysis, charges in e, atoms 1 to 6: -0.944 -0.947 -0.426 -0.459 -0.040 0.467


Which of them is the least stable? Correct choice: #B.